Density functional theory data (ωB97M-V with the def2-TZVPD basis set) for a 7-piece molecular cluster, C21H57N10O12 overall at a distorted geometry.

The HOMO-LUMO gap (spin up / spin down) comes out at 1.4 / 7.8 eV. Its HOMO energy (spin up / spin down) is 2.58 / -3.97 eV. The molecular weight is 641.7 Da.

Geometry as ORCA input:
```
! wB97M-V def2-TZVPD RIJCOSX def2/J DEFGRID3
* xyz -2 2
N -1.583 -0.149 -0.018
O -2.508 0.214 -0.715
O -1.812 -0.513 1.115
O -0.415 -0.056 -0.364
C -3.553 2.349 2.721
O -3.991 3.431 3.104
N -3.670 2.006 1.422
N -2.852 1.510 3.387
H -3.361 1.138 1.009
H -4.216 2.660 0.880
H -2.551 0.683 2.892
H -2.663 1.752 4.349
C -4.423 -2.927 0.273
O -4.923 -4.006 0.114
N -4.540 -1.886 -0.502
N -3.558 -2.751 1.318
H -3.855 -1.145 -0.466
H -5.053 -2.040 -1.359
H -3.122 -1.842 1.366
H -3.248 -3.511 1.906
C 0.710 -2.380 3.195
O 1.548 -1.456 3.008
N 0.818 -3.276 4.096
N -0.387 -2.550 2.478
H 1.533 -3.092 4.785
H 0.352 -4.168 4.182
H -0.420 -1.801 1.801
H -1.089 -3.260 2.631
C -2.797 2.594 -4.550
O -2.131 3.762 -4.080
C -2.113 3.981 -2.725
C -1.016 3.131 -2.094
N 0.287 3.389 -2.641
C 1.159 2.248 -2.471
C 0.964 1.203 -3.584
O 0.553 1.905 -4.795
C 0.345 0.970 -5.812
H -2.316 2.268 -5.472
H -3.814 2.955 -4.702
H -2.860 1.768 -3.842
H -3.117 4.027 -2.302
H -1.865 5.033 -2.589
H -1.416 2.124 -2.215
H -1.173 3.319 -1.032
H 0.245 3.389 -3.650
H 1.030 1.712 -1.531
H 2.226 2.470 -2.493
H 0.191 0.492 -3.292
H 1.924 0.689 -3.613
H 0.081 1.632 -6.637
H -0.457 0.276 -5.559
H 1.263 0.437 -6.059
C 1.597 -2.602 -4.281
O 1.357 -3.315 -3.099
C 0.738 -2.495 -2.109
C -0.810 -2.761 -2.243
N -1.163 -4.133 -2.306
C -1.074 -4.918 -1.102
C -1.207 -6.331 -1.440
O -0.268 -6.804 -2.415
C 1.079 -6.769 -1.950
H 0.655 -2.370 -4.777
H 2.209 -3.181 -4.973
H 2.030 -1.607 -4.174
H 1.024 -1.448 -2.211
H 1.013 -2.661 -1.067
H -1.084 -2.172 -3.118
H -1.337 -2.294 -1.410
H -0.609 -4.602 -3.008
H -1.854 -4.625 -0.400
H -0.116 -4.703 -0.627
H -2.249 -6.342 -1.759
H -1.137 -6.941 -0.539
H 1.670 -7.378 -2.634
H 1.320 -7.156 -0.960
H 1.405 -5.733 -2.044
C 4.944 1.532 6.718
O 4.508 1.732 5.396
C 5.249 2.619 4.582
C 4.341 3.305 3.567
N 3.345 4.172 4.255
C 2.617 4.977 3.180
C 1.267 4.469 2.825
O 1.468 2.999 2.704
C 0.421 2.250 2.104
H 6.014 1.480 6.919
H 4.462 0.689 7.214
H 4.642 2.472 7.180
H 5.946 1.939 4.092
H 5.861 3.256 5.222
H 3.971 2.562 2.860
H 5.059 3.764 2.888
H 2.656 3.515 4.591
H 3.227 5.071 2.282
H 2.471 5.919 3.710
H 1.005 4.983 1.900
H 0.679 4.717 3.709
H 0.620 1.178 2.128
H 0.188 2.616 1.104
H -0.509 2.414 2.648
*
```

Atom charges from the Löwdin analysis, given in e for atoms 1 to 5: atom 1 (N): -0.618, atom 2 (O): -0.041, atom 3 (O): -0.083, atom 4 (O): 0.011, atom 5 (C): -0.784



Density functional theory data (ωB97M-V with the def2-TZVPD basis set) for C21H57N9O13PZn2 as an isolated structure at a distorted geometry.

The HOMO-LUMO gap comes out at 8.1 eV. Its HOMO energy is -10.31 eV. The molecular weight is 805.5 Da.

Geometry as ORCA input:
```
! wB97M-V def2-TZVPD RIJCOSX def2/J DEFGRID3
* xyz 1 1
Zn 0.707 -1.980 1.471
Zn 0.903 1.397 -0.278
P 0.104 -0.652 -0.668
O 0.634 -0.221 0.714
O -0.067 -2.098 -0.275
O 1.387 -0.160 -1.307
O -0.805 0.595 -0.686
C 3.193 -2.923 -0.190
O 2.554 -2.468 0.748
N 3.166 -2.351 -1.390
N 3.988 -4.005 -0.130
H 3.782 -2.646 -2.135
H 2.542 -1.565 -1.496
H 4.117 -4.490 0.746
H 4.552 -4.212 -0.942
C -0.565 -4.868 -2.008
O -1.002 -5.868 -2.503
N 0.650 -4.488 -1.836
N -1.316 -3.938 -1.595
H 0.977 -3.633 -1.409
H 1.260 -5.016 -2.444
H -2.309 -3.970 -1.776
H -0.738 -3.189 -1.240
C -3.826 -0.674 0.068
O -4.733 -1.171 0.649
N -3.236 -1.175 -0.962
N -3.159 0.345 0.487
H -3.554 -2.048 -1.360
H -2.374 -0.745 -1.264
H -2.354 0.642 -0.046
H -3.297 0.629 1.446
C 2.180 2.350 -2.659
O 1.163 2.710 -1.776
C 0.225 3.595 -2.310
C -0.821 2.931 -3.276
N -1.830 2.298 -2.492
C -2.815 1.517 -3.206
C -3.394 2.174 -4.425
O -2.504 2.102 -5.633
C -3.148 2.710 -6.738
H 2.509 3.195 -3.265
H 1.940 1.493 -3.289
H 3.041 1.954 -2.121
H 0.721 4.415 -2.830
H -0.340 4.129 -1.546
H -0.465 2.191 -3.993
H -1.191 3.753 -3.888
H -1.417 1.639 -1.848
H -3.600 1.369 -2.464
H -2.475 0.542 -3.556
H -3.558 3.208 -4.120
H -4.359 1.745 -4.693
H -3.256 3.782 -6.570
H -4.145 2.281 -6.833
H -2.639 2.634 -7.699
C 3.048 -1.411 3.340
O 1.746 -1.926 3.185
C 0.906 -1.423 4.243
C -0.526 -1.924 3.989
N -1.029 -1.768 2.638
C -1.822 -2.914 2.238
C -1.020 -4.269 2.221
O 0.277 -3.997 1.668
C 1.166 -5.069 1.802
H 3.672 -2.055 2.720
H 3.381 -1.403 4.378
H 3.084 -0.400 2.934
H 0.948 -0.337 4.173
H 1.290 -1.837 5.176
H -1.175 -1.397 4.689
H -0.666 -2.954 4.318
H -1.705 -1.018 2.652
H -2.243 -2.729 1.250
H -2.692 -3.047 2.881
H -1.606 -4.905 1.557
H -1.061 -4.850 3.142
H 0.662 -6.031 1.699
H 1.549 -5.041 2.822
H 1.967 -5.013 1.064
C 3.968 0.701 0.108
O 2.823 1.541 0.325
C 2.867 2.364 1.537
C 1.459 2.459 2.113
N 0.545 2.905 1.083
C -0.862 2.723 1.496
C -1.223 3.778 2.539
O -0.984 5.065 1.938
C -1.370 6.118 2.838
H 4.880 1.270 0.288
H 4.070 0.308 -0.903
H 3.920 -0.190 0.734
H 3.371 3.324 1.431
H 3.356 1.874 2.378
H 1.467 3.271 2.839
H 1.206 1.521 2.608
H 0.820 3.870 0.973
H -1.028 1.687 1.793
H -1.243 2.998 0.512
H -0.615 3.694 3.440
H -2.268 3.520 2.714
H -0.661 6.151 3.666
H -2.351 5.907 3.263
H -1.298 7.090 2.350
*
```

Atom charges from the Löwdin analysis, given in e for atoms 1 to 5: atom 1 (Zn): 0.594, atom 2 (Zn): 0.576, atom 3 (P): 0.194, atom 4 (O): -0.377, atom 5 (O): -0.305



Question: Which value of molecular weight does entry 2 give?
Answer: 805.5 Da



Question: What is the molecular weight in the second record?
Answer: 805.5 Da



Question: molecular weight of number 1 (C21H57N10O12)?
Answer: 641.7 Da